Record 1
{
  "formula": "C23H33BF2N5O4Os",
  "method": "wB97M-V/def2-TZVPD",
  "homo_lumo_gap_ev": [7.52, 6.73],
  "total_charge": 1,
  "multiplicity": 5,
  "symbols": ["Os", "O", "C", "C", "C", "C", "C", "C", "C", "O", "N", "N", "C", "C", "C", "C", "C", "C", "C", "O", "H", "H", "H", "H", "H", "H", "H", "H", "H", "H", "C", "C", "O", "C", "C", "H", "H", "H", "H", "H", "H", "H", "H", "H", "H", "F", "B", "F", "C", "N", "C", "C", "N", "N", "C", "C", "H", "H", "H", "H", "H", "H", "H", "H", "H", "H", "H", "H", "H"],
  "xyz": [[0.195, 0.056, 0.312], [-3.852, -1.554, 1.796], [-3.854, -2.697, 1.028], [-5.004, -3.477, 0.995], [-5.034, -4.660, 0.280], [-3.904, -5.084, -0.403], [-2.759, -4.312, -0.361], [-2.707, -3.104, 0.340], [-1.425, -2.358, 0.318], [-1.473, -1.031, 0.413], [-0.329, -3.010, 0.173], [0.704, -2.096, 0.072], [1.904, -2.558, 0.117], [3.047, -1.739, -0.150], [4.325, -2.262, 0.140], [5.462, -1.547, -0.123], [5.335, -0.285, -0.724], [4.104, 0.232, -1.051], [2.916, -0.470, -0.769], [1.746, 0.038, -1.126], [-4.644, -1.592, 2.345], [-5.877, -3.157, 1.555], [-5.938, -5.254, 0.268], [-3.915, -6.009, -0.964], [-1.865, -4.629, -0.880], [2.032, -3.620, 0.324], [4.390, -3.249, 0.584], [6.437, -1.949, 0.110], [6.226, 0.290, -0.946], [4.025, 1.191, -1.540], [1.735, 3.103, -0.991], [1.829, 2.984, 0.508], [1.681, 1.621, 0.994], [2.028, 1.533, 2.393], [1.865, 0.111, 2.868], [1.854, 4.157, -1.247], [0.771, 2.773, -1.367], [2.503, 2.529, -1.493], [1.066, 3.587, 1.003], [2.810, 3.318, 0.850], [1.396, 2.219, 2.960], [3.068, 1.851, 2.486], [0.834, -0.249, 2.719], [2.037, 0.052, 3.943], [2.562, -0.561, 2.367], [-1.159, 2.742, -0.144], [-1.409, 1.669, 0.681], [-0.990, 1.823, 2.001], [-6.157, 0.974, -0.723], [-5.075, 1.495, 0.108], [-5.419, 1.820, 1.485], [-3.788, 1.428, -0.282], [-2.848, 1.237, 0.638], [-3.496, 1.575, -1.582], [-2.329, 0.957, -2.201], [-4.247, 2.481, -2.447], [-6.751, 0.279, -0.130], [-5.750, 0.430, -1.570], [-6.812, 1.769, -1.082], [-6.437, 2.202, 1.502], [-4.752, 2.588, 1.870], [-5.370, 0.948, 2.142], [-3.147, 0.669, 1.420], [-1.967, 0.152, -1.568], [-1.540, 1.689, -2.376], [-2.633, 0.524, -3.154], [-4.919, 3.096, -1.857], [-4.815, 1.937, -3.202], [-3.536, 3.136, -2.951]],
  "mulliken_charge": [0.548, -0.442, 1.217, -0.777, -0.555, -0.882, -0.696, -0.039, 0.808, -0.364, -1.186, 0.459, -0.238, 0.292, -0.805, -0.719, -0.633, -0.409, 1.172, -0.942, 0.261, 0.329, 0.405, 0.402, 0.475, 0.453, 0.404, 0.423, 0.421, 0.385, -0.575, -0.590, 0.039, -0.354, -1.018, 0.422, -0.049, 0.033, 0.289, 0.532, 0.298, 0.459, 0.269, 0.500, 0.203, -0.215, 0.870, -0.231, -1.296, 0.146, -1.028, 0.653, -0.421, 0.128, -0.791, -1.264, 0.416, 0.429, 0.360, 0.402, 0.349, 0.246, 0.160, -0.067, 0.261, 0.505, 0.389, 0.373, 0.404]
}

---

Record 2
{
  "formula": "C4H8O",
  "method": "wB97M-V/def2-TZVPD",
  "homo_lumo_gap_ev": 10.51,
  "total_charge": 0,
  "symbols": ["C", "C", "C", "C", "H", "H", "H", "H", "H", "H", "O", "H", "H"],
  "xyz": [[1.195, 0.521, -0.718], [-0.160, -0.132, -0.964], [-0.714, -1.319, -0.230], [-1.313, -0.190, -0.012], [1.602, 0.356, 0.288], [1.137, 1.603, -0.895], [1.925, 0.118, -1.429], [-0.453, -0.032, -2.010], [-0.795, -2.392, -0.178], [-2.163, 0.346, 0.374], [-0.312, 0.428, 2.256], [-0.130, -0.389, 1.773], [0.181, 1.082, 1.746]],
  "mulliken_charge": [-1.248, 0.361, -0.490, -0.577, 0.290, 0.284, 0.349, 0.367, 0.340, 0.288, -0.656, 0.365, 0.328]
}

---

What energy above the lowest of the compared OMol25 structures with the same formula, charge and spin values result from the calculations? In sequence: 0.0 285.9 kJ/mol.